189
Properties=species:S:1:pos:R:3 method="wB97M-V/def2-TZVPD" s2=2.003 homo_lumo_gap_ev="7.14 / 4.66" spin_multiplicity=3 charge=+1
Pd -3.480 -1.195 -1.839
C -1.321 -1.230 1.551
F -0.289 -1.313 2.362
F -2.184 -2.209 1.837
F -1.916 -0.058 1.700
S -0.678 -1.498 -0.202
O 0.693 -1.158 -0.076
O -1.006 -2.846 -0.518
N -1.579 -0.514 -1.186
S -1.019 0.991 -1.389
O -2.054 1.810 -1.950
O -0.408 1.540 -0.224
C 0.333 0.899 -2.672
F -0.278 0.346 -3.750
F 0.677 2.123 -2.988
F 1.402 0.196 -2.445
C 3.127 3.386 -1.531
C 4.386 3.336 -2.357
O 4.910 4.618 -2.495
H 2.414 4.167 -1.809
H 3.410 3.683 -0.515
H 2.603 2.436 -1.497
H 4.162 2.862 -3.322
H 5.094 2.668 -1.851
H 5.512 4.630 -3.243
C 2.827 -4.013 1.094
O 2.611 -4.998 0.131
C 1.394 -4.821 -0.585
C 1.230 -6.002 -1.515
N 1.313 -7.221 -0.718
C 1.435 -8.459 -1.467
C 2.774 -8.615 -2.171
O 3.882 -8.743 -1.310
C 3.980 -9.977 -0.648
H 2.670 -2.989 0.722
H 3.817 -4.163 1.505
H 2.053 -4.088 1.878
H 1.502 -3.841 -1.067
H 0.533 -4.787 0.100
H 1.996 -5.927 -2.304
H 0.254 -5.915 -2.009
H 2.193 -7.106 -0.211
H 0.706 -8.583 -2.275
H 1.321 -9.314 -0.798
H 2.961 -7.726 -2.769
H 2.806 -9.473 -2.862
H 4.233 -10.793 -1.343
H 2.989 -10.315 -0.299
H 4.647 -9.874 0.196
C -2.597 0.560 6.651
O -3.271 1.445 5.806
C -4.505 1.866 6.329
C -4.997 3.091 5.589
N -5.067 2.821 4.142
C -5.375 3.983 3.308
C -4.113 4.669 2.802
O -3.172 3.709 2.417
C -2.119 4.242 1.608
H -1.536 0.552 6.391
H -2.951 -0.474 6.546
H -2.638 0.838 7.710
H -4.452 2.192 7.389
H -5.223 1.041 6.458
H -4.409 3.984 5.831
H -6.039 3.200 5.919
H -4.159 2.437 3.898
H -5.974 4.661 3.918
H -5.977 3.712 2.433
H -3.680 5.329 3.571
H -4.336 5.346 1.964
H -1.384 4.692 2.288
H -2.464 4.925 0.825
H -1.607 3.416 1.108
C 5.921 4.703 3.774
O 5.356 5.831 3.217
C 5.286 5.803 1.802
C 4.303 4.802 1.235
N 2.982 4.993 1.851
C 1.940 4.217 1.233
C 1.980 2.728 1.482
O 2.232 2.488 2.856
C 2.302 1.121 3.134
H 5.777 4.718 4.849
H 6.954 4.535 3.449
H 5.387 3.797 3.440
H 6.303 5.551 1.460
H 5.039 6.786 1.406
H 4.697 3.782 1.383
H 4.289 4.933 0.150
H 3.153 4.666 2.799
H 1.700 4.424 0.188
H 1.008 4.585 1.695
H 2.607 2.195 0.748
H 0.989 2.272 1.298
H 3.178 0.646 2.678
H 1.386 0.555 2.891
H 2.364 0.961 4.215
C 3.141 8.174 3.601
O 2.088 9.089 3.692
C 1.971 9.877 2.550
C 1.628 9.009 1.369
N 0.499 8.162 1.683
C 0.356 7.030 0.784
C -0.329 7.389 -0.526
O 0.112 6.536 -1.547
C -0.683 5.415 -1.840
H 3.247 7.672 4.561
H 4.074 8.570 3.194
H 2.850 7.337 2.944
H 2.885 10.460 2.380
H 1.187 10.610 2.745
H 2.488 8.370 1.091
H 1.456 9.646 0.494
H 0.673 7.859 2.636
H -0.163 6.195 1.258
H 1.376 6.641 0.597
H -0.070 8.413 -0.822
H -1.407 7.559 -0.358
H -1.701 5.732 -2.104
H -0.876 4.823 -0.921
H -0.175 4.715 -2.492
C -2.906 -7.226 -1.790
C -3.116 -6.484 -0.462
C -3.460 -7.303 0.763
O -4.485 -6.637 1.456
C -5.023 -7.427 2.503
N -2.077 -5.488 -0.212
H -2.256 -8.093 -1.598
H -2.436 -6.616 -2.548
H -3.851 -7.669 -2.100
H -4.046 -5.943 -0.706
H -2.580 -7.393 1.413
H -3.770 -8.326 0.496
H -4.224 -7.832 3.138
H -5.624 -8.242 2.090
H -5.617 -6.791 3.155
H -1.162 -5.931 -0.157
H -2.204 -4.949 0.636
C 4.164 -1.632 -3.347
C 5.524 -2.323 -3.289
C 5.886 -3.049 -4.561
O 4.762 -3.585 -5.242
C 5.115 -4.632 -6.138
N 6.576 -1.318 -3.063
H 4.055 -0.806 -4.053
H 4.010 -1.168 -2.364
H 3.357 -2.357 -3.488
H 5.514 -2.998 -2.431
H 6.726 -3.744 -4.455
H 6.324 -2.280 -5.231
H 5.098 -5.571 -5.596
H 6.099 -4.481 -6.588
H 4.371 -4.567 -6.930
H 6.546 -0.609 -3.784
H 6.410 -0.907 -2.154
C -5.350 2.044 0.323
C -4.605 0.791 -0.126
C -5.235 -0.445 0.489
O -4.405 -1.562 0.122
C -4.789 -2.818 0.726
N -4.531 0.721 -1.604
H -4.721 2.926 0.152
H -5.479 2.114 1.408
H -6.322 2.234 -0.138
H -3.617 0.951 0.308
H -6.252 -0.631 0.136
H -5.189 -0.256 1.563
H -4.139 -3.621 0.396
H -5.849 -3.033 0.606
H -4.551 -2.720 1.792
H -5.498 0.696 -1.947
H -4.211 1.584 -2.042
C -1.626 -4.417 -4.044
C -2.140 -3.098 -3.432
C -2.660 -2.129 -4.467
O -3.172 -0.916 -3.962
C -3.665 -0.132 -5.036
N -3.082 -3.364 -2.292
H -2.513 -4.951 -4.419
H -1.162 -4.976 -3.239
H -0.988 -4.281 -4.914
H -1.197 -2.707 -3.032
H -3.358 -2.682 -5.125
H -1.872 -1.990 -5.222
H -4.074 -0.696 -5.878
H -2.905 0.584 -5.336
H -4.585 0.396 -4.756
H -2.492 -3.861 -1.606
H -3.817 -3.911 -2.733